(1)
Entry from the OMol25 dataset: a cluster of 6 separate species, C36H50INO19 in total (ωB97M-V/def2-TZVPD).

Each line ends with the Mulliken charge.
Positions of all 107 atoms, in Å:
H: 1.035 -2.346 2.209  0.224
N: 0.107 -2.371 2.640  -0.724
C: -0.800 -1.977 1.854  -0.504
C: -0.630 -1.524 0.423  0.221
C: -0.922 -2.595 -0.617  1.067
C: -0.708 -2.447 -1.928  1.937
C: -0.111 -1.253 -2.601  -0.900
C: 1.297 -1.539 -3.135  -1.776
C: 2.275 -2.076 -2.118  -0.200
O: 2.523 -1.052 -1.141  -0.201
C: 3.808 -0.946 -0.676  0.635
C: 4.342 -2.205 -0.051  -0.970
O: 4.391 0.098 -0.727  -0.612
C: -1.145 -3.573 -2.831  -0.686
O: -1.648 -3.331 -3.907  -0.620
C: -0.984 -4.941 -2.291  -0.561
C: -1.162 -5.110 -0.983  0.579
C: -1.044 -6.402 -0.230  -0.763
C: 0.003 -7.347 -0.822  -0.670
C: 1.378 -6.680 -0.926  -0.473
I: 2.333 -6.931 -2.831  -0.016
C: -1.554 -3.886 -0.201  -0.666
O: -2.365 -3.964 0.693  -0.589
H: -1.815 -1.944 2.249  0.494
H: 0.386 -1.144 0.278  0.296
H: -1.313 -0.691 0.215  -0.244
H: -0.729 -1.009 -3.468  0.250
H: -0.129 -0.387 -1.939  0.462
H: 1.711 -0.630 -3.576  0.521
H: 1.232 -2.288 -3.932  0.477
H: 1.879 -2.966 -1.613  0.076
H: 3.202 -2.365 -2.618  0.739
H: 4.434 -3.025 -0.764  0.407
H: 5.335 -1.993 0.346  0.319
H: 3.714 -2.530 0.777  0.162
H: -0.745 -5.744 -2.980  0.507
H: -0.798 -6.186 0.813  0.384
H: -2.023 -6.889 -0.213  0.344
H: -0.329 -7.751 -1.779  0.411
H: 0.099 -8.208 -0.156  0.400
H: 2.094 -7.092 -0.223  0.560
H: 1.326 -5.600 -0.813  -0.155
C: -0.515 3.621 -4.223  -1.602
C: -1.738 3.034 -3.571  0.616
C: -2.516 3.967 -2.662  -0.477
O: -3.067 3.067 -1.690  -0.378
C: -2.272 1.983 -1.629  0.634
O: -2.345 1.130 -0.794  -0.548
O: -1.374 1.992 -2.633  -0.155
H: 0.207 3.938 -3.469  0.352
H: -0.034 2.891 -4.871  0.375
H: -0.799 4.483 -4.828  0.403
H: -2.403 2.585 -4.305  0.220
H: -3.320 4.502 -3.159  0.169
H: -1.860 4.671 -2.145  0.334
C: 6.038 0.512 5.201  -1.506
C: 5.260 0.129 3.974  0.474
C: 3.917 0.817 3.815  -0.445
O: 3.152 -0.167 3.105  -0.316
C: 3.673 -1.380 3.381  0.620
O: 3.162 -2.414 3.080  -0.550
O: 4.849 -1.258 4.025  -0.399
H: 5.479 0.250 6.100  0.311
H: 6.994 -0.010 5.230  0.427
H: 6.221 1.585 5.208  0.408
H: 5.857 0.250 3.065  0.298
H: 3.954 1.736 3.237  0.348
H: 3.442 1.001 4.781  0.275
C: 7.230 -0.446 10.415  -1.426
C: 7.317 0.889 9.728  0.461
C: 6.836 2.083 10.533  -0.504
O: 6.354 2.967 9.515  -0.346
C: 5.996 2.220 8.446  0.651
O: 5.391 2.625 7.506  -0.495
O: 6.420 0.946 8.599  -0.295
H: 6.194 -0.679 10.661  0.356
H: 7.614 -1.238 9.774  0.354
H: 7.819 -0.429 11.333  0.381
H: 8.326 1.071 9.347  0.256
H: 7.615 2.577 11.106  0.307
H: 6.002 1.818 11.188  0.307
C: -3.757 -1.218 -2.990  -0.968
C: -5.071 -0.497 -3.079  0.331
C: -6.048 -1.008 -4.121  -0.529
O: -6.765 0.184 -4.485  -0.362
C: -5.968 1.241 -4.242  0.385
O: -6.185 2.358 -4.596  -0.499
O: -4.880 0.862 -3.541  -0.125
H: -3.213 -1.157 -3.933  0.357
H: -3.139 -0.785 -2.206  -0.009
H: -3.915 -2.270 -2.753  0.371
H: -5.555 -0.434 -2.101  0.326
H: -6.745 -1.754 -3.751  0.328
H: -5.532 -1.387 -5.007  0.342
C: -6.877 5.349 -4.105  -1.344
C: -6.660 6.739 -4.639  0.559
C: -6.405 7.817 -3.603  -0.457
O: -6.938 8.985 -4.232  -0.348
C: -7.891 8.589 -5.113  0.629
O: -8.646 9.320 -5.664  -0.527
O: -7.854 7.247 -5.268  -0.356
H: -7.756 5.329 -3.461  0.326
H: -7.031 4.636 -4.911  0.375
H: -6.008 5.023 -3.533  0.276
H: -5.870 6.747 -5.396  0.261
H: -5.354 7.975 -3.373  0.296
H: -6.962 7.629 -2.682  0.324

Values from the calculation:
- SMILES: [H]/N=C\CC1=C(CCCOC(C)=O)C(=O)C=C(CCCI)C1=O.C[C@@H]1COC(=O)O1.C[C@@H]1COC(=O)O1.C[C@@H]1COC(=O)O1.C[C@@H]1COC(=O)O1.C[C@@H]1COC(=O)O1
- Molecular weight: 927.688 u
- HOMO level: -9.264 eV

=====

(2)
Entry from the OMol25 dataset: a structure of composition C36H50IrN7O4Sb (ωB97M-V/def2-TZVPD).

Each line ends with the Mulliken charge.
Positions of all 99 atoms, in Å:
Ir: 0.222 -0.226 -0.035  4.107
O: -0.266 -3.652 2.061  -0.575
C: 0.017 -2.769 1.304  -0.020
N: -0.242 -1.416 1.468  -0.002
C: -1.015 -0.867 2.479  0.089
O: -1.441 -1.420 3.452  -0.583
C: -1.288 0.605 2.231  0.384
C: -2.018 1.340 3.141  -0.713
C: -2.250 2.683 2.881  -0.716
C: -1.746 3.242 1.717  -1.134
C: -1.025 2.446 0.845  -0.637
N: -0.796 1.156 1.103  0.300
C: 0.740 -3.039 0.004  0.494
C: 1.098 -4.334 -0.302  -0.573
C: 1.775 -4.582 -1.486  -0.751
C: 2.063 -3.516 -2.321  -1.166
C: 1.667 -2.245 -1.948  -0.690
N: 1.021 -1.998 -0.807  0.500
H: -2.391 0.838 4.023  0.661
H: -2.824 3.284 3.574  0.515
H: -1.914 4.282 1.473  0.600
H: -0.641 2.817 -0.092  0.689
H: 0.835 -5.113 0.401  0.648
H: 2.070 -5.588 -1.753  0.482
H: 2.584 -3.656 -3.258  0.590
H: 1.863 -1.403 -2.595  0.586
C: 2.262 3.864 -0.584  -1.206
C: 1.816 3.463 -1.981  0.301
C: 0.554 4.183 -2.440  -1.251
Sb: 1.707 1.326 -2.279  -0.190
C: 3.810 0.731 -2.404  0.636
C: 4.576 1.842 -3.117  -1.647
C: 4.446 0.340 -1.083  -1.357
C: 1.201 1.252 -4.393  0.556
C: 1.765 0.004 -5.066  -1.364
C: -0.258 1.457 -4.773  -1.376
H: 2.467 4.937 -0.561  0.563
H: 3.173 3.348 -0.272  0.267
H: 1.480 3.678 0.156  0.025
H: 2.622 3.695 -2.684  0.789
H: -0.335 3.873 -1.890  0.118
H: 0.355 4.025 -3.498  0.326
H: 0.679 5.257 -2.287  0.490
H: 3.775 -0.147 -3.051  0.437
H: 4.679 2.729 -2.489  0.370
H: 4.123 2.139 -4.065  0.350
H: 5.586 1.487 -3.339  0.511
H: 4.474 1.178 -0.382  0.237
H: 5.480 0.035 -1.257  0.535
H: 3.936 -0.499 -0.616  0.256
H: 1.781 2.126 -4.716  0.533
H: 1.239 -0.895 -4.736  0.215
H: 2.835 -0.133 -4.913  0.312
H: 1.605 0.082 -6.143  0.482
H: -0.850 0.565 -4.577  0.171
H: -0.299 1.649 -5.848  0.540
H: -0.736 2.289 -4.261  0.251
C: 3.346 0.105 5.459  -1.403
C: 3.484 1.509 4.882  0.767
C: 2.143 2.237 4.846  -1.191
C: 4.166 1.501 3.512  -1.373
N: 3.378 0.771 2.507  1.112
C: 2.342 1.174 1.780  -1.468
N: 1.909 0.128 1.106  0.418
N: 2.694 -0.917 1.443  0.211
N: 3.577 -0.532 2.276  -1.066
H: 2.951 0.154 6.473  0.436
H: 4.304 -0.414 5.496  0.383
H: 2.655 -0.505 4.872  0.216
H: 4.166 2.082 5.517  0.361
H: 1.388 1.656 4.306  0.125
H: 2.224 3.227 4.388  0.335
H: 1.764 2.375 5.858  0.455
H: 5.131 1.000 3.546  0.403
H: 4.307 2.512 3.130  0.393
H: 1.923 2.163 1.785  0.945
C: -6.067 -0.377 -5.559  -1.511
C: -4.920 -0.278 -4.596  0.431
C: -3.955 -1.276 -4.526  -1.053
C: -2.889 -1.199 -3.641  0.783
C: -1.878 -2.313 -3.570  -1.314
C: -2.792 -0.067 -2.827  0.269
C: -3.736 0.966 -2.880  0.763
C: -3.626 2.179 -1.995  -1.082
C: -4.795 0.831 -3.761  -1.064
C: -1.663 0.033 -1.884  -0.481
O: -0.829 0.992 -1.951  -0.368
O: -1.490 -0.829 -0.971  -0.911
H: -6.152 -1.379 -5.976  0.386
H: -5.932 0.322 -6.386  0.314
H: -7.010 -0.129 -5.071  0.388
H: -4.040 -2.142 -5.172  0.421
H: -1.897 -2.907 -4.482  0.479
H: -2.086 -2.978 -2.729  0.382
H: -0.860 -1.934 -3.443  -0.117
H: -3.523 1.897 -0.943  0.206
H: -4.516 2.798 -2.084  0.539
H: -2.762 2.789 -2.266  0.059
H: -5.549 1.609 -3.800  0.457

Values from the calculation:
- Energy above the lowest of the compared OMol25 structures with the same formula, charge and spin: 4.62 kcal/mol
- Spin multiplicity: 2
- Total charge: +2
- Molecular weight: 958.818 u
- HOMO level (spin up / spin down): -13.383 / -13.421 eV

=====

(3)
Entry from the OMol25 dataset: a structure of composition C36H50NP2RuS2Te (ωB97M-V/def2-TZVPD).

Each line ends with the Mulliken charge.
Positions of all 93 atoms, in Å:
Ru: 0.225 1.331 0.016  0.282
C: -2.157 4.669 0.340  -1.347
C: -2.522 3.348 1.006  0.273
C: -1.804 3.236 2.351  -1.150
P: -2.038 1.847 0.007  1.135
C: -3.155 1.843 -1.474  0.429
C: -3.333 0.421 -1.998  -1.304
C: -2.565 2.724 -2.575  -1.266
C: -2.661 0.536 1.108  -0.180
C: -3.995 0.203 1.288  -0.721
C: -4.362 -0.753 2.222  -1.081
C: -3.387 -1.376 2.987  -1.069
C: -2.054 -1.046 2.833  0.396
C: -1.663 -0.072 1.900  -1.648
N: -0.352 0.298 1.701  1.029
C: 0.523 0.417 2.746  0.077
C: 0.116 0.508 4.092  -0.453
C: 1.042 0.626 5.104  -1.007
C: 2.400 0.661 4.819  -1.040
C: 2.823 0.633 3.500  -0.408
C: 1.911 0.529 2.463  -0.588
P: 2.330 0.611 0.688  1.709
C: 3.746 1.817 0.485  0.623
C: 3.393 3.094 1.248  -1.481
C: 5.168 1.366 0.806  -1.301
C: 3.012 -1.081 0.233  0.761
C: 3.013 -2.039 1.419  -1.499
C: 2.197 -1.649 -0.926  -1.515
H: -2.365 5.486 1.031  0.476
H: -2.737 4.845 -0.562  0.340
H: -1.095 4.695 0.096  0.148
H: -3.608 3.286 1.152  0.644
H: -0.730 3.062 2.189  -0.017
H: -2.206 2.424 2.953  0.172
H: -1.912 4.162 2.913  0.608
H: -4.119 2.253 -1.148  0.719
H: -2.359 -0.035 -2.180  0.085
H: -3.876 0.443 -2.942  0.478
H: -3.880 -0.207 -1.299  0.358
H: -1.651 2.275 -2.955  0.021
H: -2.331 3.725 -2.224  0.216
H: -3.263 2.802 -3.406  0.550
H: -4.755 0.692 0.695  0.459
H: -5.399 -1.016 2.354  0.472
H: -3.658 -2.128 3.713  0.475
H: -1.297 -1.539 3.430  0.851
H: -0.937 0.527 4.333  0.494
H: 0.701 0.693 6.127  0.449
H: 3.118 0.735 5.621  0.468
H: 3.877 0.683 3.281  0.407
H: 3.701 2.033 -0.596  0.301
H: 3.569 2.966 2.314  0.331
H: 2.340 3.357 1.104  0.162
H: 3.999 3.924 0.896  0.443
H: 5.337 1.293 1.877  0.262
H: 5.864 2.109 0.419  0.448
H: 5.422 0.414 0.348  0.336
H: 4.041 -0.934 -0.110  0.427
H: 2.001 -2.182 1.804  0.119
H: 3.646 -1.680 2.227  0.294
H: 3.399 -3.005 1.099  0.517
H: 1.132 -1.660 -0.666  -0.041
H: 2.509 -2.670 -1.142  0.585
H: 2.332 -1.060 -1.831  0.298
C: 1.062 1.503 -4.756  -1.563
C: 0.873 1.766 -3.295  0.299
S: 0.231 0.449 -2.387  -0.181
C: 1.136 2.995 -2.753  0.603
C: 1.609 4.136 -3.594  -1.615
S: 0.912 3.359 -1.087  -0.137
H: 0.875 0.455 -4.974  0.540
H: 2.072 1.759 -5.071  0.355
H: 0.367 2.109 -5.340  0.315
H: 2.458 3.845 -4.212  0.352
H: 1.900 4.967 -2.957  0.528
H: 0.812 4.475 -4.257  0.308
C: 0.197 -5.328 0.400  -1.160
Te: -0.767 -3.460 0.925  0.146
C: -1.546 -3.585 -1.089  -0.768
C: -1.252 -4.962 -1.596  0.553
C: -1.802 -5.397 -2.794  -0.650
C: -1.541 -6.670 -3.262  -0.578
C: -0.746 -7.530 -2.521  -0.574
C: -0.196 -7.103 -1.327  -0.656
C: -0.432 -5.813 -0.866  0.414
H: 0.083 -6.045 1.208  0.509
H: 1.265 -5.155 0.258  0.427
H: -1.077 -2.822 -1.709  0.233
H: -2.618 -3.394 -1.071  0.570
H: -2.436 -4.727 -3.353  0.462
H: -1.965 -6.993 -4.200  0.407
H: -0.555 -8.532 -2.877  0.401
H: 0.420 -7.773 -0.745  0.452

Values from the calculation:
- Energy above the lowest of the compared OMol25 structures with the same formula, charge and spin: 15.99 kcal/mol
- Total charge: +1
- Molecular weight: 851.555 u
- HOMO level (spin up / spin down): -9.573 / -9.575 eV